No. 1
A molecular structure, C14H12Br6N2O4, computed with ωB97M-V/def2-TZVPD.

LUMO level, eV: -1.34
DFT total energy, Ha: -16394.93323
HOMO energy, eV: -9.55
Energy above the lowest of the compared OMol25 structures with the same formula, charge and spin, eV: 2.599

```
! RIJCOSX wB97M-V def2-TZVPD def2/J DEFGRID3
* xyz 0 1
C 0.415 1.557 1.308
C 0.257 2.713 2.060
C -1.001 3.022 2.564
C -2.063 2.151 2.350
C -1.889 0.933 1.707
C -0.636 0.646 1.176
N -3.311 2.375 3.093
O -3.427 3.422 3.706
O -4.155 1.515 3.024
H 1.364 1.182 0.944
H 1.077 3.404 2.194
H -1.211 3.981 3.018
H -2.708 0.234 1.599
H -0.453 -0.262 0.618
C -4.030 -0.439 1.095
C -3.641 0.125 -0.091
C -2.463 -0.279 -0.704
C -1.705 -1.289 -0.132
C -2.109 -1.921 1.028
C -3.274 -1.482 1.645
N -0.424 -1.640 -0.719
O 0.306 -2.377 -0.077
O -0.107 -1.087 -1.748
H -4.844 -0.026 1.677
H -4.135 0.985 -0.525
H -2.066 0.247 -1.562
H -1.549 -2.736 1.462
H -3.610 -1.994 2.537
C 3.474 -1.080 -1.554
Br 3.593 -0.244 0.154
Br 4.854 -2.421 -1.712
Br 3.523 0.179 -2.986
H 2.543 -1.622 -1.633
C 6.615 -1.586 -4.994
Br 5.583 -0.471 -6.169
Br 8.205 -0.710 -4.421
Br 7.001 -3.266 -5.812
H 6.000 -1.738 -4.120
*
```

No. 2
A molecular structure, C14H12Br6N2O4, computed with ωB97M-V/def2-TZVPD.

LUMO level, eV: -0.82
DFT total energy, Ha: -16395.02874
HOMO energy, eV: -10.22
Energy above the lowest of the compared OMol25 structures with the same formula, charge and spin, eV: 0.000

```
! RIJCOSX wB97M-V def2-TZVPD def2/J DEFGRID3
* xyz 0 1
C 2.530 5.012 -2.529
Br 1.079 3.853 -3.061
Br 1.971 6.233 -1.161
Br 3.244 5.946 -4.061
H 3.321 4.395 -2.135
C 0.550 0.186 -3.486
Br -1.191 0.010 -4.281
Br 1.927 0.365 -4.815
Br 0.938 -1.235 -2.266
H 0.510 1.116 -2.940
C -0.596 3.666 2.805
C -0.703 2.417 2.216
C -0.929 2.323 0.848
C -1.026 3.479 0.114
C -0.963 4.731 0.696
C -0.737 4.824 2.055
N -1.276 3.377 -1.317
O -1.703 4.362 -1.884
O -1.017 2.314 -1.847
H -0.408 3.751 3.869
H -0.644 1.515 2.808
H -0.954 1.351 0.373
H -1.070 5.596 0.054
H -0.680 5.795 2.526
C 0.341 -3.676 0.615
C 1.321 -4.632 0.882
C 0.959 -5.873 1.358
C -0.384 -6.149 1.534
C -1.386 -5.250 1.216
C -0.999 -4.006 0.754
N -0.767 -7.463 2.075
O -1.936 -7.617 2.359
O 0.116 -8.271 2.262
H 0.678 -2.711 0.264
H 2.351 -4.347 0.714
H 1.714 -6.591 1.642
H -2.429 -5.517 1.267
H -1.754 -3.277 0.477
*
```

No. 3
A molecular structure, C14H12Cl3GeMnNO3, computed with ωB97M-V/def2-TZVPD.

LUMO level (alpha / beta), eV: -5.09 / -4.64
<S²>: 6.055
DFT total energy, Ha: -5429.61079
HOMO energy (alpha / beta), eV: -12.58 / -12.87
Energy above the lowest of the compared OMol25 structures with the same formula, charge and spin, eV: 0.037

```
! RIJCOSX wB97M-V def2-TZVPD def2/J DEFGRID3
* xyz 1 5
Mn -0.103 0.536 -1.180
O -1.016 -3.247 -0.871
C -0.529 -2.202 -1.156
O -0.972 -1.008 -0.719
C 0.706 -2.056 -1.988
C 1.376 -3.113 -2.544
C 2.504 -2.844 -3.309
C 2.913 -1.530 -3.484
C 2.191 -0.515 -2.891
N 1.107 -0.786 -2.155
H 0.999 -4.112 -2.373
H 3.058 -3.653 -3.769
H 3.781 -1.282 -4.077
H 2.459 0.524 -3.006
Cl -0.246 1.423 -5.126
Ge -1.284 1.948 -3.297
Cl -1.730 4.025 -3.562
Cl 1.038 2.278 -1.719
C -3.006 2.041 1.422
C -1.649 1.453 1.255
O -1.178 1.444 0.100
C -0.881 0.945 2.382
C 0.471 0.623 2.232
C 1.192 0.128 3.298
C 0.563 -0.050 4.529
C -0.776 0.279 4.694
C -1.495 0.783 3.626
H -3.380 2.396 0.468
H -2.973 2.863 2.141
H -3.683 1.281 1.817
H 0.975 0.802 1.297
H 2.240 -0.110 3.183
H 1.127 -0.442 5.367
H -1.257 0.143 5.654
H -2.539 1.034 3.761
*
```

No. 4
A molecular structure, C14H12CoIN5O4S2Se, computed with ωB97M-V/def2-TZVPD.

LUMO level (alpha / beta), eV: -2.75 / -7.27
<S²>: 6.032
DFT total energy, Ha: -5993.40691
HOMO energy (alpha / beta), eV: -11.81 / -11.81
Energy above the lowest of the compared OMol25 structures with the same formula, charge and spin, eV: 0.752

```
! RIJCOSX wB97M-V def2-TZVPD def2/J DEFGRID3
* xyz 1 5
Co 1.730 -0.259 1.281
Se 6.312 -1.227 0.846
C 4.640 -0.835 1.060
N 3.516 -0.551 1.208
S 1.083 -0.771 3.544
C -0.607 -0.797 3.390
N -1.362 0.265 3.222
C -2.782 0.047 2.964
C -3.101 -1.340 3.515
S -1.512 -2.252 3.505
H -0.949 1.175 3.087
H -2.961 0.110 1.890
H -3.373 0.811 3.467
H -3.815 -1.880 2.900
H -3.458 -1.314 4.542
I 2.901 5.829 1.072
C 1.893 4.022 0.978
C 0.550 3.818 0.734
N 0.336 2.495 0.790
N 1.469 1.826 1.039
C 2.425 2.744 1.162
H -0.237 4.522 0.526
H -0.521 1.979 0.566
H 3.443 2.465 1.380
O -1.577 0.506 -0.124
C -0.691 -0.314 -0.371
O 0.105 -0.777 0.542
C -0.533 -0.876 -1.752
C -1.642 -1.086 -2.562
C -1.473 -1.551 -3.855
C -0.191 -1.772 -4.327
C 0.928 -1.562 -3.538
C 0.749 -1.121 -2.241
N -0.004 -2.222 -5.718
O 1.139 -2.353 -6.111
O -1.002 -2.443 -6.371
H -2.632 -0.886 -2.176
H -2.314 -1.734 -4.508
H 1.910 -1.742 -3.948
H 1.610 -0.949 -1.609
*
```

No. 5
A single C14H12FN3O4S molecule, computed with ωB97M-V/def2-TZVPD.

LUMO level, eV: 0.20
DFT total energy, Ha: -1503.90613
SMILES: Cc1noc(C)c1-c1nc(CS(=O)(=O)c2ccc(F)cc2)no1
HOMO energy, eV: -9.65

```
! RIJCOSX wB97M-V def2-TZVPD def2/J DEFGRID3
* xyz 0 1
C 3.017 0.926 -2.121
C 2.952 0.600 -0.681
N 3.965 0.120 -0.020
O 3.574 -0.076 1.267
C 2.301 0.282 1.415
C 1.651 0.168 2.736
C 1.828 0.734 0.198
C 0.511 1.188 -0.107
N -0.518 1.208 0.699
C -1.525 1.668 -0.095
C -2.914 1.725 0.356
S -3.615 0.004 0.206
O -4.484 -0.018 -0.934
O -4.158 -0.356 1.485
C -2.174 -1.013 -0.132
C -1.476 -1.561 0.927
C -0.285 -2.221 0.685
C 0.174 -2.296 -0.621
F 1.352 -2.899 -0.858
C -0.530 -1.766 -1.690
C -1.726 -1.116 -1.436
N -1.131 1.929 -1.313
O 0.194 1.621 -1.335
H 4.014 0.716 -2.496
H 2.776 1.976 -2.279
H 2.287 0.333 -2.669
H 0.579 0.295 2.616
H 1.879 -0.797 3.182
H 2.032 0.941 3.403
H -3.523 2.359 -0.279
H -2.990 1.985 1.406
H -1.877 -1.460 1.923
H 0.292 -2.663 1.481
H -0.139 -1.857 -2.691
H -2.313 -0.679 -2.228
*
```

No. 6
A molecular structure, C14H12LiNO2, computed with ωB97M-V/def2-TZVPD.

LUMO level, eV: -1.53
DFT total energy, Ha: -753.45097
HOMO energy, eV: -6.01

```
! RIJCOSX wB97M-V def2-TZVPD def2/J DEFGRID3
* xyz 0 1
C 0.610 1.472 2.780
N 0.737 2.010 1.446
C 1.953 2.030 0.704
O 3.020 1.615 1.135
C 1.566 2.640 -0.572
C 0.241 2.889 -0.577
C -0.301 2.507 0.718
O -1.481 2.591 1.160
H -0.341 1.797 3.204
H 0.639 0.379 2.757
H 1.436 1.832 3.394
H 2.290 2.828 -1.350
H -0.357 3.379 -1.332
C -2.277 -1.083 -1.878
Li -3.105 3.216 0.559
C -0.992 -0.623 -2.272
C -1.010 0.798 -2.282
C -2.309 1.244 -1.885
C -3.097 0.061 -1.585
C -4.414 0.210 -1.144
C -4.951 1.484 -0.983
C -4.200 2.636 -1.317
C -2.881 2.517 -1.775
H -2.609 -2.115 -1.800
H -0.141 -1.250 -2.534
H -0.206 1.447 -2.614
H -4.998 -0.690 -0.953
H -5.981 1.604 -0.642
H -4.660 3.632 -1.279
H -2.333 3.385 -2.160
*
```

No. 7
2 unconnected molecules or ions with the total composition C14H12N5O6, computed with ωB97M-V/def2-TZVPD.

LUMO level, eV: 0.69
DFT total energy, Ha: -1265.74574
HOMO energy, eV: -5.57
Energy above the lowest of the compared OMol25 structures with the same formula, charge and spin, eV: 0.046

```
! RIJCOSX wB97M-V def2-TZVPD def2/J DEFGRID3
* xyz -1 1
C -4.810 -0.643 -0.936
C -3.450 -0.652 -0.230
C -3.711 -0.700 1.279
C -2.599 -1.844 -0.717
C -1.101 -1.786 -0.345
O -0.498 -2.841 -0.142
N -0.488 -0.567 -0.284
C -1.177 0.608 -0.283
O -0.648 1.685 -0.006
C -2.656 0.591 -0.680
H -4.673 -0.619 -2.026
H -5.388 -1.538 -0.666
H -5.372 0.252 -0.633
H -2.798 -0.731 1.884
H -4.299 0.178 1.576
H -4.310 -1.593 1.509
H -3.022 -2.801 -0.390
H -2.662 -1.854 -1.817
H -2.700 0.606 -1.781
H -3.132 1.519 -0.349
N 0.697 -0.274 3.292
C 1.433 0.018 2.431
C 2.344 0.372 1.372
C 2.060 0.101 0.022
C 3.004 0.456 -0.934
N 3.080 0.057 -2.274
O 2.309 -0.534 -3.012
O 4.363 0.432 -2.725
N 5.065 1.068 -1.719
C 4.238 1.064 -0.636
C 4.505 1.390 0.758
N 5.670 2.077 1.256
O 6.584 2.468 0.512
O 5.687 2.256 2.505
C 3.566 0.989 1.714
H 1.108 -0.378 -0.296
H 3.781 1.169 2.773
*
```

No. 8
A single C14H13BrN2O molecule, computed with ωB97M-V/def2-TZVPD.

LUMO level, eV: 0.38
DFT total energy, Ha: -3300.02676
SMILES: COc1ccc2c(c1Br)C=C(n1ccnc1)CC2
HOMO energy, eV: -8.17
Energy above the lowest of the compared OMol25 structures with the same formula, charge and spin, eV: 0.000

```
! RIJCOSX wB97M-V def2-TZVPD def2/J DEFGRID3
* xyz 0 1
C 4.804 -1.616 -1.702
O 3.920 -0.513 -1.566
C 2.605 -0.803 -1.270
C 1.956 -1.937 -1.782
C 0.616 -2.219 -1.452
C -0.127 -1.315 -0.652
C 0.493 -0.151 -0.246
C 1.832 0.112 -0.555
Br 2.594 1.786 -0.110
C -0.258 0.795 0.590
C -1.609 0.761 0.747
N -2.231 1.761 1.481
C -1.750 3.009 1.793
C -2.677 3.619 2.596
N -3.725 2.729 2.797
C -3.456 1.647 2.118
C -2.386 -0.296 -0.020
C -1.556 -1.577 -0.161
H 4.678 -2.276 -0.854
H 5.836 -1.279 -1.689
H 4.626 -2.140 -2.625
H 2.496 -2.651 -2.429
H 0.167 -3.127 -1.899
H 0.294 1.553 1.103
H -0.875 3.508 1.383
H -2.639 4.635 2.952
H -4.145 0.782 2.060
H -2.654 0.097 -0.996
H -3.317 -0.528 0.507
H -1.998 -2.225 -0.917
H -1.514 -2.139 0.798
*
```

No. 9
A single C14H13ClFNO molecule, computed with ωB97M-V/def2-TZVPD.

LUMO level, eV: 0.62
DFT total energy, Ha: -1231.32941
SMILES: COc1cccc(CNc2ccc(F)c(Cl)c2)c1
HOMO energy, eV: -7.94

```
! RIJCOSX wB97M-V def2-TZVPD def2/J DEFGRID3
* xyz 0 1
C -5.641 -1.262 -0.172
O -5.119 -0.143 -0.845
C -3.902 0.339 -0.470
C -3.447 1.456 -1.172
C -2.227 2.017 -0.864
C -1.440 1.482 0.144
C -1.883 0.376 0.851
C -1.016 -0.268 1.907
N -0.180 -1.314 1.344
C 0.969 -1.079 0.629
C 1.415 -2.050 -0.277
C 2.603 -1.896 -0.959
C 3.371 -0.763 -0.757
F 4.527 -0.617 -1.438
C 2.953 0.211 0.138
Cl 3.910 1.625 0.397
C 1.764 0.053 0.827
C -3.111 -0.198 0.538
H -6.609 -1.457 -0.632
H -5.001 -2.142 -0.296
H -5.782 -1.061 0.895
H -4.073 1.861 -1.951
H -1.883 2.882 -1.412
H -0.486 1.929 0.377
H -0.381 0.475 2.389
H -1.640 -0.733 2.676
H -0.716 -2.094 0.989
H 0.819 -2.935 -0.441
H 2.945 -2.643 -1.657
H 1.476 0.820 1.526
H -3.440 -1.059 1.101
*
```

No. 10
A molecular structure, C14H13INO12P, computed with ωB97M-V/def2-TZVPD.

LUMO level, eV: -1.73
DFT total energy, Ha: -2137.99366
HOMO energy, eV: -9.31

```
! RIJCOSX wB97M-V def2-TZVPD def2/J DEFGRID3
* xyz 0 1
N -3.888 -1.928 1.556
C -4.909 -1.261 1.168
C -4.901 -0.170 0.047
O -4.352 1.101 0.450
P -2.721 1.013 0.773
O -2.000 -0.144 0.137
O -2.006 2.415 0.195
O -2.580 1.068 2.460
I -1.385 2.590 3.083
H -4.182 -2.574 2.300
H -5.890 -1.490 1.668
H -4.464 -0.548 -0.914
H -5.980 0.032 -0.187
H -1.196 2.124 -0.264
C 3.816 3.246 2.161
C 2.638 2.632 2.031
C 1.939 2.558 0.711
O 0.875 1.974 0.627
C 2.572 3.205 -0.438
C 3.749 3.821 -0.305
C 4.460 3.872 1.005
O 5.538 4.428 1.076
O 4.350 4.426 -1.348
O 2.030 2.051 3.089
H 4.334 3.305 3.109
H 2.049 3.160 -1.384
H 5.180 4.790 -0.992
H 1.195 1.674 2.750
C -0.643 -2.462 -1.404
C 0.565 -1.971 -1.692
C 1.698 -2.860 -2.075
O 2.779 -2.369 -2.348
C 1.460 -4.305 -2.103
C 0.254 -4.796 -1.813
C -0.887 -3.904 -1.455
O -1.974 -4.396 -1.216
O 0.009 -6.123 -1.829
O 0.820 -0.645 -1.651
H -1.474 -1.826 -1.126
H 2.294 -4.941 -2.366
H -0.929 -6.214 -1.586
H 1.757 -0.558 -1.901
*
```

No. 11
A single C14H13N3O3S molecule, computed with ωB97M-V/def2-TZVPD.

LUMO level, eV: -0.52
DFT total energy, Ha: -1329.41674
SMILES: COc1nccc2n[nH]c(-c3ccc(S(C)(=O)=O)cc3)c12
HOMO energy, eV: -8.18
Energy above the lowest of the compared OMol25 structures with the same formula, charge and spin, eV: 2.089

```
! RIJCOSX wB97M-V def2-TZVPD def2/J DEFGRID3
* xyz 0 1
C 3.137 -2.247 0.424
O 2.075 -1.325 0.736
C 1.760 -1.112 2.049
N 2.640 -1.543 2.967
C 2.380 -1.218 4.271
C 1.239 -0.550 4.670
C 0.323 -0.123 3.734
N -0.828 0.465 3.921
N -1.333 0.649 2.676
C -0.489 0.175 1.677
C -0.783 0.335 0.264
C -2.135 0.266 -0.154
C -2.504 0.403 -1.528
C -1.455 0.523 -2.485
S -1.871 0.583 -4.272
C -1.699 2.346 -4.634
O -3.207 0.086 -4.542
O -0.857 -0.138 -5.070
C -0.107 0.600 -2.072
C 0.229 0.475 -0.702
C 0.577 -0.404 2.401
H 3.491 -2.086 -0.590
H 4.024 -2.034 1.071
H 2.772 -3.288 0.537
H 3.101 -1.535 4.998
H 1.069 -0.363 5.729
H -2.158 1.197 2.480
H -2.900 0.209 0.619
H -3.514 0.337 -1.819
H -0.664 2.611 -4.602
H -2.204 2.915 -3.858
H -2.079 2.554 -5.656
H 0.705 0.690 -2.800
H 1.267 0.544 -0.440
*
```

No. 12
A molecular structure, C14H13N4ORuS2, computed with ωB97M-V/def2-TZVPD.

LUMO level (alpha / beta), eV: -6.79 / -7.59
<S²>: 8.771
DFT total energy, Ha: -1726.13782
HOMO energy (alpha / beta), eV: -14.30 / -15.56
Energy above the lowest of the compared OMol25 structures with the same formula, charge and spin, eV: 1.737

```
! RIJCOSX wB97M-V def2-TZVPD def2/J DEFGRID3
* xyz 2 6
Ru 0.083 -0.995 0.096
C 2.959 -1.778 -3.729
N 3.270 -1.426 -2.335
C 4.221 -2.094 -1.583
C 4.228 -1.545 -0.356
N 3.254 -0.556 -0.357
C 2.672 -0.515 -1.573
S 0.651 -2.837 -0.913
C 2.921 0.206 0.820
C 3.912 0.926 1.444
C 3.581 1.598 2.614
C 2.282 1.532 3.085
C 1.353 0.794 2.377
N 1.665 0.119 1.255
H 3.516 -2.677 -3.967
H 3.269 -0.973 -4.392
H 1.898 -1.990 -3.816
H 4.795 -2.907 -1.993
H 4.805 -1.774 0.523
H 4.909 0.968 1.028
H 4.332 2.173 3.138
H 1.983 2.047 3.987
H 0.328 0.730 2.716
O -1.199 -0.067 -1.309
N -0.896 -0.140 -2.598
C -1.890 -0.480 -3.429
C -1.696 -0.472 -4.798
C -0.475 -0.086 -5.314
C 0.545 0.252 -4.434
C 0.343 0.184 -3.072
S 1.539 0.784 -1.918
H -2.818 -0.724 -2.935
H -2.522 -0.747 -5.439
H -0.314 -0.036 -6.382
H 1.507 0.586 -4.799
*
```

No. 13
A molecular structure, C14H13N5PdSbSe4Te, computed with ωB97M-V/def2-TZVPD.

LUMO level, eV: 1.34
DFT total energy, Ha: -11057.01141
HOMO energy, eV: -3.51

```
! RIJCOSX wB97M-V def2-TZVPD def2/J DEFGRID3
* xyz -1 1
Pd -0.506 1.092 -0.001
N 3.842 1.611 0.189
C 2.871 0.699 0.091
N 1.704 1.293 0.215
C 2.037 2.616 0.371
N 3.328 2.843 0.363
C 1.008 3.667 0.443
C 1.307 5.007 0.426
N 0.350 5.943 0.345
C -0.895 5.514 0.286
C -1.219 4.150 0.355
N -0.267 3.238 0.435
H 4.834 1.484 0.091
H 3.054 -0.350 -0.054
H 2.339 5.333 0.470
H -1.694 6.234 0.166
H -2.249 3.821 0.354
Se -4.668 1.857 -3.834
Sb -4.526 2.390 -1.469
Se -2.593 0.830 -0.777
Se -6.343 1.598 -0.069
Se -4.136 4.808 -1.154
C 0.991 -2.069 -0.526
Te -1.033 -1.250 -0.273
C -0.643 -2.440 1.539
C -0.225 -3.703 0.821
C -0.673 -4.988 1.087
C -0.285 -6.051 0.278
C 0.523 -5.835 -0.827
C 0.969 -4.551 -1.122
C 0.621 -3.501 -0.288
H 1.569 -1.683 0.313
H 1.478 -1.862 -1.475
H -1.472 -2.556 2.229
H 0.197 -1.952 2.035
H -1.340 -5.161 1.923
H -0.626 -7.051 0.510
H 0.791 -6.662 -1.472
H 1.579 -4.364 -1.996
*
```